[1]
Below is a molecular structure, C42H65N3P2S2SiTb at a distorted geometry, with properties calculated with ωB97M-V/def2-TZVPD.

XYZ file:
```
116
Properties=species:S:1:pos:R:3:forces:R:3:mulliken_spin:R:1
Tb 0.791 0.019 0.300 1.09 0.26 0.51 8.17
C -2.413 2.303 -1.495 0.22 0.26 -0.05 -0.01
Si -1.835 0.792 -0.479 -0.81 -0.18 0.05 -0.12
C -2.564 -0.597 -1.594 -0.08 -0.03 -0.18 -0.01
C -3.950 -0.809 -1.640 0.13 0.11 -0.08 0.01
C -4.533 -1.664 -2.561 0.05 -0.02 -0.08 0.00
C -3.736 -2.317 -3.497 -0.06 0.05 0.07 0.00
C -2.365 -2.126 -3.471 0.05 0.07 0.06 0.00
C -1.760 -1.302 -2.515 -0.13 -0.08 -0.08 -0.03
P 0.070 -1.166 -2.394 -0.38 0.28 0.21 0.04
C 0.892 -2.778 -2.786 -0.04 -0.19 0.15 0.02
C 1.093 -3.270 -4.239 0.00 -0.12 0.03 0.00
C 0.195 -4.415 -4.732 0.00 0.05 0.10 0.00
C 0.004 -5.502 -3.678 0.09 0.03 0.03 0.00
C -0.538 -4.891 -2.389 0.02 0.08 -0.08 0.00
C 0.471 -3.903 -1.807 0.00 -0.06 -0.30 0.01
C 0.671 -0.042 -3.766 -0.10 0.03 -0.02 -0.05
C -0.220 0.064 -5.033 0.03 -0.01 0.05 0.00
C -0.162 1.457 -5.677 0.04 0.01 0.09 0.00
C 1.273 1.974 -5.698 0.05 -0.05 0.04 0.00
C 1.802 2.172 -4.260 -0.01 -0.05 -0.08 0.00
C 1.004 1.357 -3.231 0.00 -0.02 -0.11 -0.01
C -2.978 0.995 1.073 -0.05 0.11 0.07 0.01
C -4.101 1.834 1.036 0.07 -0.01 0.07 0.00
C -4.797 2.198 2.185 0.08 -0.07 -0.06 0.00
C -4.368 1.739 3.421 0.06 -0.05 -0.04 0.00
C -3.279 0.878 3.490 -0.03 0.04 -0.02 -0.01
C -2.599 0.488 2.336 -0.06 -0.01 0.06 -0.05
P -1.262 -0.773 2.350 -0.44 -0.03 -0.52 -0.05
C -0.988 -1.178 4.129 0.23 -0.10 0.04 0.01
C -2.084 -1.964 4.857 0.06 -0.07 0.04 0.00
C -1.756 -2.034 6.351 0.06 -0.01 -0.03 0.00
C -0.344 -2.621 6.617 -0.04 0.04 -0.08 0.00
C 0.367 -3.013 5.321 -0.10 0.01 0.01 0.00
C 0.410 -1.848 4.333 -0.13 0.06 0.13 -0.05
C -2.163 -2.194 1.538 -0.14 -0.07 0.12 -0.01
C -1.440 -3.549 1.659 -0.15 0.02 0.10 -0.01
C -2.333 -4.707 1.161 -0.03 0.04 0.01 0.00
C -3.341 -4.218 0.123 0.04 0.09 0.03 0.00
C -4.321 -3.214 0.757 0.00 -0.05 0.03 0.00
C -3.654 -2.372 1.863 0.04 -0.07 -0.06 0.01
H -3.435 2.148 -1.857 0.07 0.04 0.04 0.00
H -2.397 3.225 -0.897 0.00 -0.14 -0.11 0.00
H -1.787 2.472 -2.376 -0.07 -0.03 0.03 0.00
H -4.586 -0.289 -0.926 0.05 -0.02 -0.07 0.00
H -5.607 -1.816 -2.560 0.04 0.00 0.00 0.00
H -4.180 -2.971 -4.239 0.02 0.03 0.04 0.00
H -1.749 -2.628 -4.204 -0.02 0.02 0.03 0.00
H 1.885 -2.457 -2.457 0.14 -0.03 0.06 -0.01
H 1.046 -2.435 -4.940 0.00 -0.02 0.00 0.00
H 2.124 -3.637 -4.290 -0.01 -0.01 -0.01 0.00
H -0.789 -4.051 -5.033 -0.02 0.04 -0.01 0.00
H 0.645 -4.832 -5.635 0.00 -0.01 -0.01 0.00
H -0.661 -6.281 -4.057 -0.01 0.01 0.00 0.00
H 0.969 -5.981 -3.464 -0.04 0.00 -0.03 0.00
H -1.489 -4.390 -2.598 0.03 -0.05 0.04 0.00
H -0.748 -5.668 -1.649 0.02 0.00 -0.02 0.00
H 0.103 -3.471 -0.879 -0.04 0.08 0.01 -0.02
H 1.368 -4.466 -1.527 0.00 0.03 0.00 0.01
H 1.625 -0.508 -4.039 0.05 0.03 -0.03 -0.01
H 0.115 -0.668 -5.773 -0.03 -0.04 0.03 0.00
H -1.259 -0.179 -4.805 0.02 0.01 0.04 0.00
H -0.573 1.403 -6.687 0.00 -0.01 0.00 0.00
H -0.798 2.156 -5.123 0.03 -0.03 -0.02 0.00
H 1.897 1.244 -6.227 -0.05 0.06 0.04 0.00
H 1.343 2.907 -6.263 0.00 -0.04 0.02 0.00
H 2.854 1.878 -4.202 -0.06 0.03 0.00 0.00
H 1.760 3.230 -3.984 -0.01 -0.04 -0.01 0.00
H 1.594 1.285 -2.319 -0.03 -0.02 0.04 0.00
H 0.076 1.870 -2.978 -0.06 0.05 0.02 0.01
H -4.429 2.243 0.085 0.02 -0.04 0.09 0.00
H -5.657 2.853 2.115 0.02 -0.01 0.00 0.00
H -4.881 2.037 4.328 0.02 -0.01 -0.03 0.00
H -2.973 0.512 4.464 -0.01 0.05 -0.09 0.00
H -0.947 -0.189 4.594 -0.01 0.08 0.06 0.00
H -3.063 -1.509 4.711 0.00 -0.03 -0.01 0.00
H -2.154 -2.973 4.447 -0.01 0.00 -0.02 0.00
H -1.822 -1.022 6.762 0.00 -0.03 0.01 0.00
H -2.519 -2.622 6.863 0.01 -0.01 -0.01 0.00
H 0.271 -1.887 7.146 -0.02 0.00 -0.02 0.00
H -0.412 -3.489 7.274 -0.01 0.00 0.01 0.00
H 1.386 -3.343 5.532 0.00 0.00 0.00 -0.01
H -0.138 -3.870 4.864 0.01 0.03 0.01 0.00
H 1.108 -1.100 4.726 -0.03 -0.02 -0.02 0.01
H 0.830 -2.187 3.387 -0.01 -0.01 -0.07 0.02
H -2.117 -1.898 0.484 0.03 0.02 -0.01 -0.01
H -0.524 -3.524 1.077 0.15 0.06 -0.04 -0.02
H -1.141 -3.736 2.694 0.01 -0.01 -0.03 0.00
H -1.703 -5.497 0.747 -0.02 0.01 0.03 0.00
H -2.878 -5.153 2.001 0.02 0.04 -0.03 0.00
H -2.804 -3.745 -0.710 -0.04 -0.02 0.07 0.00
H -3.891 -5.058 -0.306 0.01 -0.01 -0.02 0.00
H -4.714 -2.554 -0.018 0.01 -0.11 0.11 0.00
H -5.176 -3.749 1.182 0.04 0.00 0.01 0.00
H -4.169 -1.415 1.957 0.02 -0.01 0.00 0.00
H -3.752 -2.880 2.823 0.00 -0.02 0.06 0.00
N 0.768 2.675 0.923 0.18 -0.36 -0.13 -0.04
C 2.024 3.390 1.244 -0.03 -0.16 -0.03 0.01
C 2.645 2.909 2.548 -0.12 -0.04 0.06 0.00
C 3.306 1.539 2.485 -0.13 -0.07 -0.07 0.00
N 2.309 0.451 2.429 0.15 0.11 -0.29 -0.03
H 0.355 3.072 0.086 -0.03 0.02 -0.11 0.00
H 0.082 2.835 1.654 -0.06 -0.03 0.11 0.00
H 1.851 4.467 1.302 -0.03 0.08 0.02 0.00
H 2.723 3.213 0.424 -0.01 -0.01 -0.02 0.00
H 1.878 2.911 3.337 0.07 0.03 -0.02 0.00
H 3.397 3.639 2.854 0.01 0.00 -0.02 0.00
H 3.974 1.415 3.339 0.02 0.01 0.08 0.00
H 3.913 1.471 1.583 0.04 -0.01 -0.01 0.00
H 1.802 0.407 3.305 -0.12 0.03 0.05 -0.01
H 2.782 -0.446 2.351 0.05 -0.06 0.00 0.02
S 2.652 -3.156 1.407 0.16 -0.26 0.12 -0.27
C 1.537 -2.212 0.850 -0.19 0.44 -0.28 -0.55
S 5.380 0.859 -1.727 -0.18 0.00 0.07 0.01
C 3.938 0.590 -1.062 0.02 -0.03 -0.01 0.03
N 2.879 0.401 -0.573 0.29 0.11 0.03 -0.03
```
Positions in Å, forces in eV/Å.

Summary:
**Spin multiplicity**: 8
**Max |F|**: 1.23 eV/A
**⟨S²⟩**: 16.724
**HOMO-LUMO gap (spin up / spin down)**: 0.2304 / 0.2157 Eh
**E_LUMO (spin up / spin down)**: 0.12 / 0.14 eV

=====

[2]
Below is a molecular structure, C43H27BF3N2O13S3 at a distorted geometry, with properties calculated with ωB97M-V/def2-TZVPD.

XYZ file:
```
92
Properties=species:S:1:pos:R:3:forces:R:3:mulliken_charge:R:1
N 0.517 -6.743 -2.324 0.75 0.82 -1.27 -0.55
B 0.037 -6.691 -3.668 -0.47 0.41 -0.07 0.57
O -0.989 -5.860 -4.086 0.73 0.16 0.39 -0.52
S 0.846 -7.768 -4.985 0.97 -2.52 -0.62 1.00
O 0.064 -8.984 -4.988 -1.26 0.16 -0.15 -0.75
O 2.222 -8.080 -4.666 0.49 0.96 0.35 -0.67
N 0.673 -7.103 -6.485 1.15 1.05 0.33 -0.38
S 1.391 -5.686 -6.569 -2.01 -0.37 2.76 0.86
O 2.254 -5.340 -5.464 0.94 -0.23 -0.16 -0.63
O 0.396 -4.678 -6.774 -0.22 0.89 -1.52 -0.42
S 2.596 -5.750 -8.372 -1.73 -0.95 -1.47 0.84
O 1.815 -5.175 -9.417 -0.31 1.73 -0.31 -0.59
O 2.901 -7.105 -8.645 1.60 -1.17 0.85 -0.62
C 4.153 -4.713 -8.259 0.33 -0.45 0.71 0.69
F 5.080 -5.350 -8.948 0.33 -0.22 -0.77 -0.22
F 3.945 -3.524 -8.765 -0.23 0.65 -0.47 -0.22
F 4.619 -4.571 -7.035 -0.12 0.02 0.75 -0.20
H 1.520 -6.931 -2.383 -0.18 -0.43 0.42 0.30
H 0.410 -5.793 -1.972 -0.23 -0.34 0.53 0.24
H -0.558 -5.012 -4.296 -0.59 -0.04 -0.35 0.26
C -0.541 -1.256 -9.634 0.00 0.10 -0.07 -0.64
C -0.408 0.034 -10.139 -0.01 -0.06 0.07 -0.46
C -0.503 1.125 -9.292 0.04 0.01 -0.19 -0.62
C -0.743 0.934 -7.937 -0.05 -0.12 0.13 0.42
C -0.901 -0.362 -7.435 0.02 0.19 -0.07 0.30
C -0.788 -1.454 -8.286 -0.04 -0.26 -0.03 -0.69
C -1.207 -0.585 -5.996 -0.01 -0.41 0.02 0.46
O -1.342 -1.704 -5.552 -0.03 0.05 0.06 -0.67
C -1.352 0.603 -5.107 0.02 0.17 -0.06 0.31
C -1.693 0.418 -3.773 -0.03 0.00 0.21 -0.69
C -1.816 1.511 -2.933 0.01 0.06 0.02 -0.38
C -1.592 2.796 -3.419 0.00 -0.06 -0.01 -0.60
C -1.260 2.986 -4.750 -0.03 0.12 0.16 -0.61
C -1.148 1.892 -5.600 -0.01 -0.13 0.04 0.23
C -0.823 2.113 -7.037 0.08 0.30 -0.23 0.58
O -0.632 3.236 -7.461 -0.02 0.00 0.05 -0.69
H -0.456 -2.109 -10.295 0.02 -0.01 0.05 0.47
H -0.227 0.186 -11.196 0.01 0.00 0.02 0.40
H -0.393 2.127 -9.685 0.00 0.04 0.14 0.46
H -0.894 -2.461 -7.900 0.04 0.06 0.13 0.55
H -1.864 -0.580 -3.392 0.04 -0.04 -0.15 0.51
H -2.085 1.365 -1.893 0.01 0.00 -0.01 0.51
H -1.681 3.649 -2.759 0.00 -0.02 -0.01 0.41
H -1.090 3.985 -5.129 0.01 -0.07 -0.13 0.47
C 1.269 -0.311 5.664 -0.04 0.02 -0.03 -0.63
C -0.006 0.102 5.290 0.03 -0.02 0.01 -0.40
C -0.350 0.164 3.951 -0.10 0.04 0.17 -0.57
C 0.582 -0.175 2.978 0.15 -0.03 0.02 0.18
C 1.868 -0.566 3.352 -0.13 0.04 -0.06 0.08
C 2.204 -0.643 4.698 0.00 0.02 0.19 -0.48
C 2.895 -0.887 2.322 0.34 -0.12 0.04 0.64
O 4.013 -1.231 2.650 -0.02 0.02 0.02 -0.67
C 2.524 -0.767 0.888 -0.13 0.06 -0.01 0.31
C 3.482 -1.007 -0.090 0.10 -0.02 -0.15 -0.60
C 3.144 -0.912 -1.430 -0.07 0.02 0.01 -0.65
C 1.844 -0.585 -1.800 0.06 0.00 -0.01 -0.47
C 0.887 -0.340 -0.830 -0.01 0.01 -0.22 -0.42
C 1.223 -0.421 0.514 0.12 -0.03 0.10 0.11
C 0.192 -0.120 1.542 -0.34 0.08 -0.16 0.48
O -0.943 0.169 1.220 0.02 0.03 0.03 -0.67
H 1.534 -0.367 6.713 -0.01 0.00 -0.01 0.43
H -0.731 0.373 6.047 0.02 -0.01 0.01 0.50
H -1.343 0.480 3.661 0.05 -0.04 -0.14 0.46
H 3.197 -0.959 4.990 0.02 0.00 -0.15 0.47
H 4.493 -1.265 0.196 -0.06 -0.01 0.13 0.47
H 3.893 -1.095 -2.189 -0.02 -0.02 0.01 0.43
H 1.579 -0.518 -2.848 -0.01 -0.02 0.02 0.54
H -0.122 -0.083 -1.122 -0.01 0.01 0.13 0.43
C -4.961 5.023 7.365 0.03 -0.06 0.00 -0.46
C -4.577 3.714 7.089 -0.01 0.06 0.03 -0.53
C -3.473 3.167 7.719 -0.11 -0.08 -0.12 -0.55
C -2.738 3.929 8.619 -0.01 0.16 0.03 0.29
C -3.110 5.250 8.878 0.07 -0.15 -0.01 0.26
C -4.229 5.789 8.256 -0.15 0.04 -0.11 -0.60
C -2.308 6.098 9.801 -0.11 0.34 0.06 0.54
O -2.632 7.245 10.030 0.01 -0.02 0.00 -0.66
C -1.094 5.511 10.432 0.04 -0.15 -0.05 0.19
C -0.301 6.302 11.253 0.13 0.09 0.12 -0.57
C 0.824 5.764 11.856 0.00 -0.08 -0.02 -0.45
C 1.156 4.429 11.649 -0.03 0.07 0.00 -0.48
C 0.372 3.637 10.828 0.16 -0.04 0.09 -0.54
C -0.749 4.176 10.210 -0.06 0.14 0.01 0.18
C -1.564 3.323 9.302 0.08 -0.35 -0.08 0.57
O -1.273 2.159 9.118 0.02 0.00 -0.01 -0.68
H -5.830 5.446 6.878 0.01 -0.01 0.01 0.39
H -5.144 3.120 6.383 0.01 0.01 0.01 0.41
H -3.178 2.147 7.508 0.09 0.02 0.11 0.47
H -4.525 6.808 8.465 0.12 0.00 0.07 0.47
H -0.559 7.340 11.417 -0.12 -0.04 -0.08 0.47
H 1.443 6.385 12.491 -0.01 -0.01 -0.01 0.40
H 2.032 4.009 12.127 -0.01 0.01 -0.01 0.40
H 0.634 2.600 10.664 -0.11 0.01 -0.09 0.48
```
Positions in Å, forces in eV/Å.

Summary:
**Charge**: -1
**Max |F|**: 3.43 eV/A
**HOMO-LUMO gap**: 0.2251 Eh
**E_LUMO**: -0.34 eV

=====

[3]
Below is C5H7I in the gas phase at a distorted geometry, with properties calculated with ωB97M-V/def2-TZVPD.

XYZ file:
```
13
Properties=species:S:1:pos:R:3:forces:R:3:mulliken_charge:R:1
C 1.758 0.208 0.486 -3.58 -0.51 -0.90 -0.64
C 0.699 1.140 -0.106 -0.15 -1.43 3.40 -0.45
C -1.210 -0.674 0.730 -0.82 5.43 -3.55 -0.72
C -0.967 -0.919 -0.820 1.52 -0.34 0.99 -0.48
C 0.004 -0.125 0.083 1.85 -0.81 -0.50 0.26
I -2.226 0.066 -2.230 0.33 0.11 0.33 0.00
H 2.415 -0.366 -0.170 -0.06 0.52 0.43 0.28
H 1.969 0.480 1.523 0.09 -0.97 -0.28 0.28
H 0.384 1.924 0.538 -0.04 0.86 0.47 0.24
H 0.895 1.421 -1.035 0.40 1.33 -4.13 0.33
H -1.928 0.203 1.000 0.77 -2.15 -0.40 0.18
H -1.105 -1.456 1.325 0.16 -3.26 2.70 0.32
H -0.686 -1.901 -1.324 -0.48 1.21 1.43 0.39
```
Positions in Å, forces in eV/Å.

Summary:
**Max |F|**: 6.54 eV/A
**SMILES**: I[C@@H]1CC12CC2
**HOMO-LUMO gap**: 0.3437 Eh
**E_LUMO**: 0.50 eV

=====

[4]
Below is a gas-phase ion, C5H13N2O (charge +1) at a distorted geometry, with properties calculated with ωB97M-V/def2-TZVPD.

XYZ file:
```
21
Properties=species:S:1:pos:R:3:forces:R:3:mulliken_charge:R:1
C -1.576 0.794 1.813 -0.06 0.13 0.61 -0.51
O -2.532 1.614 1.180 -0.08 0.00 -0.47 -0.47
C -1.263 -0.502 1.110 -0.27 -0.52 0.00 -0.76
C -0.894 -0.370 -0.360 -0.15 0.03 -0.27 -0.17
C 0.252 0.579 -0.679 0.14 -0.47 0.04 -1.09
N 2.402 -0.911 -2.055 -0.18 -0.43 -0.04 -0.31
C 2.499 -0.501 -0.810 0.11 0.15 -0.01 0.12
N 1.561 0.115 -0.168 -0.70 0.56 0.46 0.03
H -1.881 0.592 2.840 -0.38 -0.29 0.03 0.33
H -0.694 1.397 1.982 0.58 0.33 -0.34 0.26
H -2.968 1.155 0.449 0.04 0.03 0.38 0.34
H -2.125 -1.158 1.169 -0.45 0.01 -0.13 0.35
H -0.552 -1.081 1.692 0.59 0.17 0.04 0.38
H -0.716 -1.345 -0.819 0.10 -0.07 0.17 0.32
H -1.763 0.016 -0.903 0.10 0.07 -0.02 0.31
H 0.339 0.688 -1.757 0.03 0.32 -0.04 0.38
H 0.091 1.545 -0.208 -0.07 0.15 -0.22 0.34
H 1.500 -0.967 -2.502 0.04 0.14 -0.12 0.21
H 3.135 -1.460 -2.475 0.11 0.10 0.07 0.26
H 3.422 -0.625 -0.268 0.29 -0.23 -0.14 0.39
H 1.764 0.423 0.772 0.21 -0.16 0.02 0.30
```
Positions in Å, forces in eV/Å.

Summary:
**Charge**: +1
**Max |F|**: 1.01 eV/A
**SMILES**: N/C=[NH+]\CCCCO
**HOMO-LUMO gap**: 0.3641 Eh
**E_LUMO**: -3.44 eV

=====

Quick rundown of DFT total energy, same order as above: -4396.72097, -4261.63123, -492.26103, -382.82454 a.u.